A molecular structure, C28H26FeN6O3. Source: the OMol25 dataset; level of theory: wB97M-V/def2-TZVPD.

## Properties
Total charge: +1
Lowest unoccupied orbital energy (alpha / beta): -0.1066 / -0.1871 Eh
Energy relative to the best compared isomer or geometry (same formula, charge and spin): 0.103 eV
<S²>: 8.78
Frontier orbital gap (alpha / beta): 8.062 / 6.510 eV
Energy: -78923.552 eV
2S+1: 6

The geometry in XYZ format:
```
64
Properties=species:S:1:pos:R:3:forces:R:3:mulliken_spin:R:1
Fe 0.532 -0.311 -0.067 0.1 -0.7 0.3 3.759
O 2.390 0.275 -1.213 -0.1 0.0 0.0 0.064
C 2.083 1.260 -0.481 0.0 0.0 0.0 -0.165
N 2.191 1.215 0.822 0.0 0.0 0.0 0.258
C 1.625 1.989 1.772 0.1 0.0 0.0 0.280
C 2.211 3.174 2.247 0.0 0.0 0.0 -0.074
C 1.675 3.808 3.333 0.0 0.0 0.0 0.139
C 0.541 3.271 4.002 0.0 0.0 0.0 0.074
C -0.066 2.132 3.572 0.0 0.0 0.0 -0.003
C 0.431 1.458 2.418 -0.1 0.1 0.1 0.169
N -0.067 0.339 1.875 0.1 0.0 0.0 0.263
C -1.031 -0.441 2.492 0.0 0.1 -0.1 -0.041
O -1.873 -0.096 3.287 0.0 0.0 0.1 0.078
C -0.893 -1.885 2.073 0.0 0.0 0.0 0.000
C -1.540 -2.881 2.780 0.0 0.0 0.0 0.007
C -1.299 -4.200 2.425 0.0 0.0 0.0 -0.001
C -0.437 -4.469 1.374 0.0 0.0 0.0 0.006
C 0.140 -3.408 0.696 0.0 -0.1 0.0 0.003
N -0.076 -2.141 1.043 -0.1 0.2 -0.1 0.024
C 1.121 2.246 -1.090 0.2 0.1 0.0 0.062
C 1.405 3.345 -1.872 -0.1 0.1 0.0 0.009
C 0.327 4.049 -2.389 0.0 0.0 0.0 0.000
C -0.965 3.621 -2.114 0.0 0.0 0.0 0.001
C -1.146 2.490 -1.339 0.0 0.0 0.1 0.014
N -0.118 1.810 -0.826 0.1 -0.2 -0.3 0.014
H 3.099 3.545 1.753 0.0 0.0 0.0 0.000
H 2.120 4.722 3.703 0.0 0.0 0.0 0.005
H 0.154 3.791 4.868 0.0 0.0 0.0 0.005
H -0.939 1.742 4.071 0.0 0.0 0.0 -0.006
H -2.199 -2.610 3.592 0.0 0.0 0.0 0.001
H -1.775 -5.007 2.965 0.0 0.0 0.0 0.000
H -0.216 -5.483 1.074 0.0 0.0 0.0 0.000
H 0.789 -3.570 -0.155 0.0 0.0 0.0 -0.004
H 2.426 3.631 -2.078 0.0 0.0 0.0 0.000
H 0.491 4.921 -3.008 0.0 0.0 0.0 0.000
H -1.823 4.153 -2.499 0.0 0.0 0.0 0.000
H -2.136 2.118 -1.107 0.0 0.0 0.0 0.001
C 3.553 -3.759 -4.094 0.0 0.0 0.0 0.000
C 2.334 -3.506 -4.970 -0.1 0.0 -0.1 0.000
N 2.343 -2.200 -5.616 0.0 0.0 0.0 0.000
C 3.316 -1.980 -6.693 0.0 0.0 0.0 0.000
C 4.471 -1.090 -6.267 0.0 0.0 0.0 0.000
C 1.459 -1.206 -5.384 0.1 0.1 0.1 0.001
O 1.417 -0.179 -6.045 -0.1 0.0 0.0 0.000
C 0.492 -1.322 -4.233 -0.1 0.0 -0.1 -0.004
C -0.832 -0.963 -4.457 0.0 0.0 0.0 0.005
C -1.719 -0.935 -3.391 0.1 0.0 -0.1 -0.009
C -1.226 -1.226 -2.135 -0.2 -0.3 0.1 0.004
N 0.055 -1.543 -1.892 -0.1 0.7 0.0 0.051
C 0.894 -1.586 -2.935 0.1 0.0 0.0 -0.009
H 3.441 -4.699 -3.553 0.0 0.0 0.0 0.000
H 3.699 -2.956 -3.369 0.0 0.0 0.0 0.000
H 4.461 -3.830 -4.692 0.0 0.0 0.0 0.000
H 1.414 -3.612 -4.399 0.0 0.0 0.0 0.000
H 2.288 -4.262 -5.759 0.0 0.0 0.0 0.000
H 2.788 -1.530 -7.533 0.0 0.0 0.0 0.000
H 3.669 -2.963 -7.006 0.0 0.0 0.0 0.000
H 4.105 -0.099 -6.002 0.0 0.0 0.0 0.000
H 5.183 -0.979 -7.085 0.0 0.0 0.0 0.000
H 5.001 -1.508 -5.411 0.0 0.0 0.0 0.000
H -1.138 -0.697 -5.460 0.0 0.0 0.0 0.000
H -2.758 -0.671 -3.521 0.0 0.0 0.0 0.000
H -1.886 -1.226 -1.271 0.0 0.0 0.0 0.006
H 1.931 -1.797 -2.708 0.0 0.1 0.0 0.014
```
Forces are in eV/Å.